Computed, not measured: a molecular structure, C19H26BN7Zn at a distorted geometry, with ωB97M-V with the def2-TZVPD basis set.

XYZ file:
```
54
C19H26BN7Zn (ωB97M-V with the def2-TZVPD basis set)
H -0.068 3.108 0.750
N 0.221 1.804 -0.915
B 0.802 0.846 -3.217
N 0.617 2.021 -2.219
C 0.759 3.336 -2.433
Zn 0.081 0.014 -0.030
H 1.059 3.688 -3.414
C 0.501 4.002 -1.237
H 0.584 5.050 -1.046
C 0.173 3.006 -0.302
H 1.313 1.227 -4.230
C -2.163 -2.846 1.524
H -2.501 -3.080 2.539
H -1.181 -3.295 1.368
H -2.862 -3.220 0.769
N -0.606 0.277 -3.446
N 1.647 -0.308 -2.603
N -1.323 -0.209 -2.367
N 1.452 -0.780 -1.324
C -1.296 0.171 -4.593
C 2.648 -0.981 -3.188
H -0.841 0.517 -5.514
H 2.919 -0.734 -4.212
C -2.528 -0.402 -4.286
C 3.173 -1.877 -2.262
C -2.487 -0.626 -2.886
C 2.407 -1.707 -1.094
H -3.310 -0.632 -4.983
H 4.009 -2.532 -2.391
H -3.259 -1.082 -2.281
H 2.525 -2.187 -0.134
H -2.093 -1.757 1.425
C -2.046 1.432 2.346
N -1.153 1.535 3.459
C -1.661 1.126 4.738
C 0.275 1.569 3.222
C 0.801 0.175 3.051
C 1.331 -0.424 4.215
C 1.667 -1.773 4.206
C 1.505 -2.504 3.032
C 0.983 -1.880 1.879
C 0.644 -0.537 1.865
H -3.052 1.722 2.695
H -2.098 0.410 1.910
H -1.717 2.116 1.545
H -1.701 0.031 4.875
H -1.032 1.547 5.531
H -2.686 1.516 4.825
H 0.449 2.181 2.322
H 0.727 2.033 4.117
H 1.452 0.188 5.108
H 2.061 -2.233 5.109
H 1.760 -3.563 2.993
H 0.828 -2.488 0.983
```

Summary:
LUMO energy: 0.7 eV
Frontier orbital gap: 0.308 hartree
Highest occupied orbital energy: -7.665 eV
Charge: 0